Entry 1:
Computed, not measured: 2 unconnected molecules or ions with the total composition C2H7N2S2 at a distorted geometry, with the ωB97M-V functional and the def2-TZVPD basis.

```
13
Properties=species:S:1:pos:R:3:forces:R:3
C -2.3414 0.3288 0.8668 -1.652 -0.970 3.311
C 2.6490 -0.0725 0.9553 -1.200 0.567 -1.437
N 0.5366 0.0429 -0.5621 1.105 -2.357 -1.413
N -1.9554 0.7235 -0.2357 0.628 -0.659 -1.654
S 1.3040 0.8307 0.5538 2.757 -1.317 0.940
S 1.1357 -1.5073 -1.1889 -0.087 0.889 0.643
H -1.6718 -0.2426 1.5098 0.316 0.420 0.247
H -3.3738 0.4604 1.3190 0.983 -0.221 -0.922
H 2.9733 -1.0520 0.5191 -0.764 1.020 0.405
H 3.4259 0.4941 1.4245 0.090 0.280 0.707
H -0.4779 0.1896 -0.6680 -1.050 0.777 0.344
H -2.7391 0.9163 -0.8042 -0.926 1.402 -0.982
H 0.2690 -1.5507 -2.1990 -0.201 0.170 -0.190
```
Positions in Å, forces in eV/Å.

The value obtained for the HOMO-LUMO gap (alpha / beta) is 8.2 / 8.2 eV. As for the LUMO energy (alpha / beta): -5.40 / -5.40 eV. As for the total charge: +1.



Entry 2:
Computed, not measured: 10 unconnected molecules or ions with the total composition C4H28O10 at a distorted geometry, with the ωB97M-V functional and the def2-TZVPD basis.

```
42
Properties=species:S:1:pos:R:3:forces:R:3
C 0.5068 1.2958 -0.4539 0.634 0.290 0.012
C 0.3374 1.3884 -1.9824 -0.496 -0.131 0.825
O -0.1755 2.6965 -2.2448 0.084 -0.122 -0.544
H -0.3649 1.6144 0.1178 -0.425 -0.178 -0.456
H 1.2459 2.0476 -0.1769 0.253 -0.060 0.003
H 0.8316 0.3483 -0.0239 0.050 -0.178 -0.388
H -0.3144 0.6154 -2.3893 -0.359 -0.014 0.165
H 1.2545 1.2464 -2.5542 0.293 0.313 0.362
H -1.1312 2.6246 -2.2999 -0.038 0.088 0.008
C 3.7724 -6.1024 0.5310 -0.488 -0.900 -1.688
C 3.9667 -6.8400 -0.8492 0.953 0.260 2.054
O 3.6870 -8.2451 -0.6477 -0.306 1.146 -0.657
H 2.7075 -6.0528 0.7580 -0.016 0.203 0.011
H 4.1898 -5.1033 0.4058 0.006 -0.021 0.433
H 4.2305 -6.6925 1.3247 0.302 0.249 -0.117
H 5.0232 -6.7222 -1.0901 0.258 -0.180 -0.104
H 3.4577 -6.3252 -1.6641 -0.685 -0.417 0.065
H 3.5228 -8.5971 -1.5256 -0.026 -0.338 0.003
O -5.6619 3.5019 -2.5368 0.173 -0.174 -0.114
H -6.6180 3.4558 -2.5336 -0.234 -0.038 -0.028
H -5.4564 4.2617 -1.9922 0.091 0.249 0.170
O -2.0250 -3.9031 -4.6969 0.061 -0.023 0.228
H -1.4312 -3.8298 -5.4440 0.187 0.019 -0.166
H -2.9006 -3.8654 -5.0816 -0.246 0.008 -0.058
O -3.4771 7.0507 -0.9505 -0.276 0.025 -0.048
H -3.0427 6.6396 -1.6978 0.124 -0.061 -0.228
H -2.8623 6.9405 -0.2252 0.142 -0.006 0.277
O -2.0685 5.8277 3.5725 -0.022 0.180 -0.184
H -1.5951 4.9996 3.4924 0.170 -0.214 -0.041
H -2.5514 5.7494 4.3953 -0.136 0.027 0.202
O -1.5972 -3.5160 3.4248 -0.061 0.256 0.115
H -1.0092 -4.2200 3.6984 0.174 -0.152 0.116
H -2.0197 -3.8501 2.6336 -0.128 -0.051 -0.218
O 3.4683 4.7682 -5.1597 0.062 0.020 -0.235
H 2.6432 4.5341 -4.7345 -0.261 -0.071 0.092
H 4.0865 4.8817 -4.4378 0.179 0.041 0.158
O 2.0161 2.3037 5.7563 0.174 0.041 -0.166
H 1.9582 2.7913 6.5779 0.021 0.138 0.197
H 1.2529 1.7261 5.7657 -0.231 -0.186 -0.040
O -2.3692 0.3776 5.2100 0.162 0.193 0.146
H -3.2466 0.6494 4.9405 -0.214 0.086 -0.041
H -2.2407 -0.4717 4.7876 0.096 -0.315 -0.122
```
Positions in Å, forces in eV/Å.

The value obtained for the HOMO-LUMO gap is 10.6 eV. As for the LUMO energy: 0.25 eV. As for the total charge: 0.



Entry 3:
Computed, not measured: 7 unconnected molecules or ions with the total composition C53H113ClIN6O2S2 at a distorted geometry, with the ωB97M-V functional and the def2-TZVPD basis.

```
178
Properties=species:S:1:pos:R:3:forces:R:3
N -1.1013 -6.8014 -1.3718 0.952 -0.266 -1.404
C -0.3042 -5.9827 -2.3643 -2.835 2.414 1.976
Cl -1.2347 -5.9213 -4.0089 1.295 -0.895 1.167
C -0.6293 -4.4328 -1.8245 0.665 -1.648 -1.684
N 0.7391 -3.7511 -2.0387 -0.303 -2.483 2.092
C 0.9403 -3.2543 -0.5911 0.931 0.624 1.378
C 2.1040 -2.1134 -0.4402 0.438 4.670 -4.597
O 2.2555 -1.0997 -1.2959 -1.066 -7.008 5.529
I 3.4929 -2.3801 1.2850 -1.124 0.247 -1.306
C 1.7447 -4.8339 -2.4878 -0.967 2.757 1.211
N 2.9503 -4.2631 -2.7975 -1.326 -2.919 0.615
C 4.1122 -5.1400 -3.1999 1.191 0.176 -2.815
C 5.4239 -4.1612 -3.5364 0.156 -1.053 0.398
C 6.4135 -4.1631 -2.2271 -0.266 -0.612 -0.685
C 7.8729 -4.7562 -2.7144 -0.213 1.576 0.748
C 9.0018 -4.1257 -1.7012 0.059 -0.693 -0.522
C 10.3770 -3.8987 -2.6005 -0.625 0.022 0.732
C 10.4403 -2.3103 -3.0108 -0.950 0.338 -1.216
S 11.9885 -1.4833 -2.2563 -1.010 1.550 -0.719
C 11.7631 0.3403 -2.6344 -0.336 2.122 -0.290
N 12.2659 1.5956 -1.9559 -3.844 -4.196 -5.192
N 11.7231 2.6180 -2.7365 -3.188 -3.618 -4.195
C 10.8705 2.0322 -3.8814 3.088 -0.344 3.913
O 10.9141 0.5513 -3.8461 2.549 4.461 3.926
N 1.2175 -6.2332 -2.4318 -1.718 3.960 -1.519
C 1.4997 -7.2098 -3.5387 2.451 -2.374 -1.176
C 0.7167 -8.6778 -3.3591 0.415 0.319 0.133
C 1.0134 -9.3985 -1.9168 0.236 -0.393 -0.672
S 0.3070 -11.1674 -2.0694 0.689 0.406 -0.686
H -2.0749 -6.4227 -1.3848 1.231 -0.574 0.191
H -0.6788 -6.7981 -0.4176 -0.480 0.225 -1.210
H -1.4930 -3.9026 -2.4491 2.089 -1.183 1.438
H -0.9691 -4.6596 -0.7284 1.027 1.206 -1.946
H 1.1597 -4.1674 0.1354 -0.202 1.977 -1.459
H -0.0618 -2.7606 -0.1696 2.262 -0.851 -1.309
H 3.1466 -3.2172 -2.7696 -1.047 -1.717 0.169
H 4.3643 -6.0017 -2.4476 -0.619 1.949 -1.245
H 3.8202 -5.6158 -4.2551 0.490 0.820 2.438
H 6.0319 -4.6291 -4.4502 -1.578 0.916 2.022
H 5.1086 -3.0833 -3.8875 0.361 -2.113 0.816
H 6.4665 -3.0852 -1.7663 0.174 -2.166 -0.919
H 5.9618 -4.8936 -1.4128 0.930 1.634 -1.541
H 7.8777 -5.9286 -2.7336 -0.007 2.302 0.048
H 8.0997 -4.3467 -3.8018 -0.546 -0.879 2.195
H 9.1511 -4.8666 -0.8049 -0.088 1.455 -1.722
H 8.6080 -3.1021 -1.2517 0.956 -2.164 -1.027
H 10.2862 -4.5581 -3.5788 0.327 1.462 2.060
H 11.3019 -4.2854 -1.9929 -1.622 1.041 -1.254
H 9.4947 -1.6826 -2.6520 2.048 -1.579 -0.600
H 10.4379 -2.2297 -4.1916 0.327 0.001 2.508
H 10.2576 2.5814 -4.7150 1.475 -1.297 1.963
H 2.6548 -7.4997 -3.4435 -2.503 0.697 -0.123
H 1.3916 -6.7751 -4.6332 -0.221 -0.696 2.437
H 1.1631 -9.3730 -4.2101 -0.911 1.594 1.778
H -0.4388 -8.6028 -3.5241 2.299 -0.038 0.371
H 0.4364 -8.9256 -1.0034 1.197 -0.982 -2.065
H 2.1507 -9.5406 -1.6695 -2.174 0.683 -0.549
H 0.9437 -11.6996 -3.2285 -0.507 1.116 1.427
C 4.1833 1.3752 -0.6167 -0.119 0.038 -0.145
C 4.5823 2.7974 -0.2552 0.182 0.025 0.069
C 4.9081 2.9794 1.2291 0.009 0.143 0.030
C 3.7502 2.7068 2.1970 0.001 -0.109 -0.023
C 2.4913 3.5463 1.9714 0.045 -0.055 0.123
C 2.7207 5.0399 2.1473 -0.117 0.129 -0.070
H 3.2614 1.0734 -0.1112 0.098 -0.021 -0.059
H 4.0120 1.2952 -1.6950 -0.033 -0.091 0.131
H 4.9740 0.6673 -0.3470 -0.066 0.009 0.028
H 3.7910 3.4900 -0.5620 0.055 -0.025 0.045
H 5.4704 3.0672 -0.8393 -0.108 0.062 0.069
H 5.2787 3.9992 1.3836 -0.031 -0.087 0.011
H 5.7408 2.3147 1.4929 -0.060 0.058 -0.038
H 4.1105 2.8758 3.2199 -0.051 -0.007 -0.094
H 3.4776 1.6459 2.1474 0.029 0.011 0.002
H 1.7283 3.2257 2.6906 0.044 -0.018 -0.089
H 2.0755 3.3542 0.9766 0.024 -0.040 0.026
H 3.1076 5.2604 3.1476 -0.001 0.004 -0.119
H 1.7781 5.5819 2.0222 0.146 0.019 0.033
H 3.4274 5.4294 1.4091 -0.033 0.007 0.085
C -4.0402 -4.6901 -5.2586 0.093 0.147 -0.045
C -5.4944 -4.3135 -5.4948 -0.149 -0.009 0.079
C -6.4580 -5.4956 -5.3653 -0.137 0.020 -0.055
C -6.2454 -6.6333 -6.3713 0.127 -0.043 0.051
C -6.3214 -6.2319 -7.8457 -0.021 -0.142 0.038
C -7.6804 -5.6832 -8.2539 -0.021 0.104 -0.154
H -3.6798 -5.4002 -6.0084 0.002 0.003 0.078
H -3.4070 -3.7987 -5.3143 0.025 -0.106 0.017
H -3.9085 -5.1364 -4.2673 -0.070 -0.005 -0.113
H -5.5964 -3.8415 -6.4781 -0.023 -0.051 0.072
H -5.7797 -3.5532 -4.7579 -0.015 -0.046 -0.118
H -7.4845 -5.1214 -5.4511 0.088 -0.045 0.010
H -6.3741 -5.9114 -4.3530 -0.006 0.047 -0.069
H -6.9966 -7.4094 -6.1760 0.078 0.083 -0.032
H -5.2730 -7.1049 -6.1862 -0.063 0.014 0.015
H -6.1073 -7.1170 -8.4565 0.051 0.099 0.080
H -5.5436 -5.4988 -8.0841 -0.001 -0.043 0.036
H -8.4721 -6.4125 -8.0538 0.057 0.108 0.003
H -7.6888 -5.4603 -9.3254 -0.088 -0.004 0.136
H -7.9187 -4.7583 -7.7211 -0.035 -0.085 -0.046
C -3.5957 2.1411 5.2877 0.022 0.151 0.117
C -3.3367 2.0945 3.7900 -0.099 -0.072 -0.082
C -3.1932 0.6731 3.2411 0.041 0.010 -0.122
C -2.0179 -0.1358 3.8033 -0.074 0.041 0.187
C -0.6357 0.4928 3.6156 -0.027 -0.169 0.031
C -0.2443 0.6683 2.1560 0.158 0.217 0.000
H -2.7571 1.7285 5.8559 -0.095 0.019 0.000
H -3.7391 3.1767 5.6126 -0.004 -0.145 0.049
H -4.4991 1.5783 5.5454 0.103 0.032 0.012
H -2.4477 2.6890 3.5525 -0.042 -0.051 -0.032
H -4.1764 2.5794 3.2778 0.132 -0.034 -0.012
H -3.1089 0.7261 2.1497 -0.007 -0.024 0.035
H -4.1195 0.1202 3.4437 0.061 0.053 -0.006
H -2.0244 -1.1259 3.3296 0.018 0.043 0.025
H -2.1790 -0.3150 4.8730 -0.005 0.008 -0.107
H 0.1067 -0.1538 4.0982 -0.072 0.092 0.034
H -0.5811 1.4590 4.1283 -0.031 -0.071 -0.021
H -0.2612 -0.2914 1.6291 -0.048 0.014 -0.027
H 0.7693 1.0752 2.0854 -0.095 -0.044 -0.105
H -0.9156 1.3594 1.6385 0.071 -0.095 -0.016
C -3.4866 6.5431 7.3348 0.011 0.204 -0.056
C -3.3868 6.0746 8.7781 0.074 -0.139 0.040
C -4.0518 4.7185 9.0251 -0.019 -0.020 0.150
C -5.5626 4.6676 8.7666 0.020 0.022 -0.160
C -6.4024 5.6624 9.5701 -0.058 -0.112 -0.065
C -6.3198 5.4475 11.0740 -0.044 0.140 0.119
H -4.5254 6.7064 7.0339 0.097 -0.029 -0.021
H -2.9518 7.4901 7.2089 -0.082 -0.112 -0.077
H -3.0400 5.8102 6.6546 -0.072 0.053 0.027
H -3.8109 6.8363 9.4415 0.014 -0.082 -0.016
H -2.3259 5.9924 9.0433 -0.122 0.018 0.045
H -3.8491 4.4121 10.0576 -0.031 0.002 -0.074
H -3.5684 3.9660 8.3887 -0.021 0.063 0.037
H -5.9141 3.6506 8.9831 0.016 0.093 -0.006
H -5.7540 4.8293 7.6991 0.030 -0.026 0.065
H -7.4496 5.5589 9.2622 0.118 0.050 -0.030
H -6.1120 6.6908 9.3305 0.001 -0.066 -0.031
H -6.6361 4.4340 11.3416 0.070 0.087 0.001
H -6.9765 6.1544 11.5908 0.096 -0.120 0.022
H -5.3044 5.6038 11.4488 -0.090 -0.048 0.006
C 3.0648 11.2949 -0.1804 -0.139 0.034 0.145
C 4.2539 10.3509 -0.0965 0.144 0.055 -0.058
C 4.8478 9.9970 -1.4620 0.098 -0.104 0.014
C 3.9062 9.2554 -2.4187 -0.101 0.139 -0.018
C 3.3356 7.9374 -1.8916 -0.008 0.044 -0.136
C 4.4004 6.8900 -1.6024 -0.031 -0.130 0.120
H 2.2262 10.8417 -0.7170 0.054 0.083 0.024
H 2.7159 11.5509 0.8252 -0.021 0.026 -0.155
H 3.3396 12.2248 -0.6893 -0.066 -0.101 0.021
H 3.9642 9.4425 0.4429 0.044 0.017 -0.047
H 5.0350 10.8300 0.5060 -0.053 -0.118 -0.050
H 5.7525 9.3986 -1.3058 -0.052 0.036 -0.037
H 5.1802 10.9204 -1.9535 -0.038 -0.085 0.061
H 4.4498 9.0585 -3.3517 -0.056 -0.002 0.082
H 3.0730 9.9139 -2.6913 0.085 -0.043 0.020
H 2.6472 7.5334 -2.6434 0.011 0.081 0.089
H 2.7383 8.1113 -0.9903 0.022 0.034 -0.050
H 4.9913 6.6759 -2.4989 -0.005 0.026 0.105
H 3.9303 5.9569 -1.2763 0.117 0.027 -0.022
H 5.0798 7.2137 -0.8088 -0.008 -0.047 -0.084
C -7.4945 1.1610 2.7362 -0.145 0.105 0.110
C -7.5570 -0.3385 2.4912 0.133 -0.081 0.004
C -6.7525 -0.7897 1.2699 -0.035 -0.129 -0.039
C -7.2175 -0.2173 -0.0747 0.026 0.170 0.053
C -8.6745 -0.5030 -0.4440 0.097 0.042 -0.102
C -8.9805 -1.9855 -0.5955 -0.190 -0.055 0.026
H -7.9402 1.7241 1.9112 0.074 -0.010 0.082
H -8.0444 1.4165 3.6477 0.092 0.056 -0.122
H -6.4586 1.4932 2.8626 -0.077 0.009 -0.045
H -8.6025 -0.6522 2.3991 0.084 -0.018 -0.021
H -7.1591 -0.8510 3.3753 -0.075 -0.015 -0.094
H -6.7697 -1.8846 1.2243 -0.002 0.049 -0.019
H -5.7007 -0.5123 1.4165 -0.070 0.004 0.014
H -6.5670 -0.6185 -0.8624 -0.064 0.025 0.035
H -7.0607 0.8679 -0.0812 0.012 -0.094 0.013
H -8.8942 -0.0046 -1.3956 0.013 0.015 0.136
H -9.3511 -0.0631 0.2964 0.075 0.006 -0.034
H -8.3365 -2.4415 -1.3546 -0.038 0.002 0.082
H -10.0206 -2.1243 -0.9066 0.138 -0.078 0.030
H -8.8414 -2.5245 0.3459 0.000 0.001 -0.097
```
Positions in Å, forces in eV/Å.

The value obtained for the HOMO-LUMO gap is 6.0 eV. As for the LUMO energy: -4.05 eV. As for the total charge: +1.



Q: The lowest total charge belongs to which entry?
A: C4H28O10